A 3-piece molecular cluster, C13H38ClN6O7P3S overall. Source: the OMol25 dataset; level of theory: ωB97M-V/def2-TZVPD.

Positions of all 69 atoms, in Å:
C  6.081  2.022  1.240
N  4.792  1.385  1.086
C  3.811  2.281  0.486
P  4.415  -0.289  1.032
O  4.638  -0.453  -0.472
N  5.615  -1.435  1.489
C  6.858  -1.192  2.192
C  5.820  -2.536  0.540
N  3.946  -0.194  2.765
C  2.491  -0.257  2.936
C  4.492  0.710  3.755
H  5.977  2.923  1.854
H  6.516  2.311  0.275
H  6.808  1.399  1.754
H  3.116  2.652  1.255
H  3.222  1.773  -0.274
H  4.269  3.145  0.002
H  7.519  -0.509  1.647
H  7.423  -2.119  2.321
H  6.702  -0.839  3.212
H  6.504  -2.251  -0.269
H  4.876  -2.852  0.101
H  6.230  -3.410  1.051
H  2.010  0.700  2.690
H  2.223  -0.527  3.961
H  2.064  -1.024  2.280
H  4.056  1.715  3.696
H  5.571  0.820  3.698
H  4.281  0.314  4.753
C  -2.989  -2.664  -1.158
N  -3.782  -1.833  -0.280
C  -3.261  -1.829  1.081
P  -4.852  -0.550  -0.684
O  -3.784  0.546  -0.705
N  -5.316  -0.336  -2.324
C  -5.152  -1.263  -3.426
C  -5.180  1.034  -2.838
N  -6.222  -1.701  -0.517
C  -6.993  -1.451  0.706
C  -6.182  -3.127  -0.758
H  -2.957  -3.688  -0.769
H  -1.958  -2.299  -1.253
H  -3.401  -2.744  -2.160
H  -3.881  -2.459  1.731
H  -3.253  -0.821  1.504
H  -2.235  -2.199  1.134
H  -4.101  -1.509  -3.611
H  -5.529  -0.834  -4.358
H  -5.740  -2.172  -3.302
H  -4.156  1.239  -3.177
H  -5.446  1.763  -2.077
H  -5.862  1.198  -3.674
H  -6.480  -1.838  1.597
H  -7.985  -1.907  0.650
H  -7.143  -0.375  0.848
H  -5.754  -3.687  0.083
H  -5.624  -3.404  -1.648
H  -7.201  -3.490  -0.915
O  2.450  4.696  -1.752
C  1.590  3.933  -1.583
O  1.854  2.572  -1.748
Cl  2.062  2.294  -3.409
O  0.366  4.410  -1.162
P  -0.943  3.862  -2.060
O  -0.917  2.242  -2.331
O  -2.264  4.127  -1.099
S  -1.218  4.764  -3.723
H  -0.688  1.789  -1.494
H  -2.200  3.446  -0.400

Results
Frontier orbital gap: 6.769 eV
SMILES: CN(C)P(=O)(N(C)C)N(C)C.CN(C)P(=O)(N(C)C)N(C)C.O=C(OCl)OP(O)(O)=S
E_LUMO: -1.08 eV
Highest occupied orbital energy: -7.85 eV
Charge: 0